No. 1
Formula: C36H37BrF3GeIN3O7SeTi
Source: the Open Molecules 2025 dataset
Level of theory: the ωB97M-V functional and the def2-TZVPD basis

The net charge is -2. The expectation value of S² is 0.776. As for the spin multiplicity: 2. The calculation puts the frontier orbital gap (spin up / spin down) at 3.465 / 5.977 eV.

Geometry (Å):
Ti  0.37256  -0.14598  1.06518
C  -3.18388  0.09221  2.96857
C  -3.18300  1.23130  1.98811
N  -4.05627  2.21936  2.22747
C  -4.10834  3.21649  1.33503
C  -3.39358  3.26436  0.16369
C  -3.66267  4.36979  -0.81375
O  -4.39591  3.94787  -1.97052
C  -2.48666  2.20539  -0.14411
C  -1.87064  2.13999  -1.42427
N  -1.46444  1.00898  -1.99217
C  -0.88750  1.03091  -3.21882
C  -0.20613  2.13358  -3.79500
C  0.35681  2.07363  -5.05546
C  0.27380  0.91839  -5.82420
C  -0.37640  -0.19137  -5.28836
C  -0.92721  -0.13617  -4.02477
I  -1.91201  -1.81935  -3.26662
C  -2.32945  1.22550  0.87840
O  -1.34263  0.31291  0.80714
H  -4.07622  0.17784  3.58769
H  -3.17633  -0.86306  2.44526
H  -2.29963  0.11096  3.60435
H  -4.80741  4.01935  1.56313
H  -4.27911  5.13241  -0.33389
H  -2.72845  4.84980  -1.13198
H  -4.00845  3.10666  -2.24448
H  -1.87398  3.06746  -2.00449
H  -0.08875  3.03207  -3.20472
H  0.88811  2.93889  -5.43870
H  0.71496  0.86846  -6.81183
H  -0.45024  -1.10724  -5.86137
O  0.50532  1.92286  1.83803
C  0.14987  1.55075  2.98724
O  -0.06085  0.35276  3.26809
H  0.02020  2.31980  3.76908
F  4.70048  0.14435  -7.54589
C  4.73147  -0.95056  -6.75541
F  4.29375  -1.98230  -7.50823
F  6.04947  -1.19674  -6.52789
C  3.95326  -0.77829  -5.49567
C  3.30345  -1.86348  -4.91948
C  2.63231  -1.70987  -3.72137
C  2.60089  -0.46883  -3.07312
C  3.25731  0.61650  -3.66751
C  3.92799  0.46114  -4.86524
C  1.90181  -0.32017  -1.83945
C  1.22390  -0.22607  -0.83165
H  3.31156  -2.82388  -5.41814
H  2.10763  -2.54219  -3.27257
H  3.20439  1.58390  -3.18393
H  4.42039  1.30834  -5.32548
Br  2.92253  -6.14688  3.62926
C  1.14202  -5.57919  3.28069
C  0.08745  -6.34950  3.73669
N  -1.18192  -6.01597  3.51832
C  -1.41848  -4.89704  2.83628
C  -0.41864  -4.06043  2.35282
C  0.90188  -4.41221  2.58155
C  -0.79653  -2.79741  1.60482
O  -1.95954  -2.59863  1.34009
O  0.22855  -2.04368  1.30966
H  0.27056  -7.26046  4.29497
H  -2.45222  -4.63287  2.65341
H  1.69989  -3.78141  2.21787
C  -0.65494  5.08891  1.56157
Ge  1.25849  5.36105  1.36723
C  1.59261  7.31248  1.52071
C  2.27835  4.54490  2.82566
C  1.91299  4.92545  -0.43040
Se  1.97637  3.02465  -0.90620
C  3.50057  2.54156  0.21492
H  -0.98689  5.44567  2.53855
H  -0.90750  4.03425  1.46157
H  -1.19158  5.64360  0.79108
H  1.17575  7.71640  2.44607
H  1.13700  7.84499  0.68309
H  2.66530  7.51947  1.51209
H  1.80670  4.81250  3.77381
H  3.30456  4.91739  2.83564
H  2.28818  3.46012  2.73596
H  2.89788  5.37175  -0.58487
H  1.23149  5.38641  -1.14960
H  3.74383  3.38675  0.85428
H  4.35940  2.29413  -0.40651
H  3.21011  1.68825  0.82604
C  3.15634  -1.07912  1.50562
O  2.11238  -0.18449  1.68283
H  2.83154  -2.11791  1.64739
H  3.96117  -0.87524  2.22435
H  3.57203  -1.00523  0.49097



No. 2
Formula: C36H37CaFN9O9
Source: the Open Molecules 2025 dataset
Level of theory: the ωB97M-V functional and the def2-TZVPD basis

The net charge is +1. The calculation puts the frontier orbital gap at 6.930 eV.

Geometry (Å):
Ca  2.02937  -1.92001  1.56599
O  -2.40770  -0.94514  -4.18412
C  -0.99924  -0.81295  -4.15430
C  -0.33590  -1.44190  -2.95337
C  -1.05311  -2.02484  -1.92349
C  -0.36452  -2.50457  -0.81978
N  0.95609  -2.43403  -0.69135
C  1.65508  -1.90553  -1.70445
C  1.04990  -1.40409  -2.84425
C  3.14866  -1.85909  -1.55740
C  3.95487  -2.30460  -2.59462
C  5.32930  -2.30301  -2.42485
C  6.26766  -2.80385  -3.49709
O  5.61522  -3.48881  -4.54682
C  5.83559  -1.83069  -1.22182
C  4.95822  -1.39525  -0.25057
N  3.63219  -1.40312  -0.40042
H  -2.63060  -1.87639  -4.29150
H  -0.80697  0.26193  -4.13232
H  -0.54453  -1.20135  -5.07198
H  -2.13275  -2.07567  -1.94820
H  -0.88503  -2.92672  0.03222
H  1.66175  -0.96319  -3.62243
H  3.52034  -2.67858  -3.51107
H  7.04027  -3.42366  -3.03123
H  6.77710  -1.95182  -3.95188
H  5.37116  -4.36450  -4.22863
H  6.89748  -1.83160  -1.01480
H  5.33225  -1.05191  0.70705
C  -4.66745  2.73192  2.95739
C  -4.63739  1.30299  2.44992
N  -3.34422  0.93258  1.87313
C  -2.46481  0.21022  2.62568
C  -1.22941  -0.17410  2.23602
C  -0.43154  -1.14316  3.07787
O  -0.24579  -0.91797  4.27574
O  -0.00454  -2.12351  2.39784
C  -0.72362  0.28923  0.96156
O  0.41620  0.09597  0.53550
C  -1.69184  1.04395  0.14391
C  -1.31351  1.42772  -1.14234
C  -2.20638  2.05370  -1.95832
F  -1.82598  2.37221  -3.22083
C  -3.51260  2.34831  -1.54136
C  -3.87685  2.00648  -0.25146
C  -2.98373  1.32984  0.59641
N  -4.47208  2.99391  -2.37435
C  -4.08267  3.65307  -3.61394
C  -5.31023  4.39627  -4.15772
N  -6.21491  4.70951  -2.99456
C  -6.84271  3.43309  -2.46159
C  -5.76827  2.34802  -2.52221
H  -5.64998  2.97499  3.36161
H  -4.44100  3.44303  2.16177
H  -3.93203  2.87640  3.74794
H  -5.41359  1.11870  1.70417
H  -4.83086  0.59557  3.25518
H  -2.83672  -0.07640  3.60168
H  -0.31513  1.18763  -1.48432
H  -4.85671  2.28798  0.10200
H  -3.73577  2.97143  -4.39564
H  -3.28242  4.35989  -3.40127
H  -5.91281  3.79462  -4.83550
H  -5.05231  5.33146  -4.64863
H  -6.92581  5.39595  -3.24251
H  -5.64390  5.10210  -2.24340
H  -7.71243  3.22461  -3.08175
H  -7.16297  3.66192  -1.44652
H  -5.82888  1.79376  -3.46724
H  -5.94008  1.62708  -1.72918
O  6.56489  -4.23647  4.58552
C  5.73351  -3.76892  5.50827
O  5.97575  -3.80444  6.68876
C  4.43845  -3.23535  5.01241
C  3.47066  -2.71178  5.84868
N  2.45716  -2.30719  5.06874
N  2.70976  -2.53155  3.77443
C  3.90706  -3.10211  3.72368
C  4.40871  -3.57946  2.37068
O  5.59676  -3.90900  2.27823
O  3.52798  -3.58557  1.46226
H  6.16239  -4.15873  3.68115
H  3.45432  -2.62979  6.92138
H  1.55508  -1.89656  5.29067
N  3.53361  2.44855  2.24001
C  3.00087  2.27969  3.49936
C  2.56575  0.99546  3.53787
N  2.82002  0.37255  2.33046
C  3.39830  1.27956  1.58237
H  3.97081  3.27572  1.87616
H  2.99301  3.06560  4.23162
H  2.06882  0.47684  4.33947
H  3.72184  1.13695  0.56462



No. 3
Formula: C36H37ClCrIN3OS2Sb
Source: the Open Molecules 2025 dataset
Level of theory: the ωB97M-V functional and the def2-TZVPD basis

The net charge is 0. The expectation value of S² is 3.804. As for the spin multiplicity: 4. The calculation puts the frontier orbital gap (spin up / spin down) at 4.815 / 4.701 eV.

Geometry (Å):
Cr  -0.96881  -0.29161  0.54037
S  -0.75648  1.44631  -1.04140
C  -1.47377  0.57427  -2.39889
C  -2.19084  1.27972  -3.36986
C  -2.77968  0.62765  -4.44301
C  -2.64067  -0.74863  -4.57129
C  -1.92844  -1.46135  -3.61845
C  -1.35227  -0.82263  -2.51540
S  -0.55598  -1.77707  -1.26120
H  -2.29482  2.35242  -3.25196
H  -3.35427  1.19104  -5.16784
H  -3.10302  -1.27088  -5.40093
H  -1.82987  -2.53835  -3.69979
C  -0.95166  2.85117  3.54290
C  -0.53072  1.83105  2.67933
N  -1.37720  1.14015  1.93902
C  -2.69580  1.45532  2.00326
C  -3.20524  2.43210  2.85320
C  -2.28533  3.14031  3.64617
C  -4.62613  2.65858  2.87066
C  -5.45097  1.94674  2.07851
C  -4.94225  0.95730  1.16724
C  -5.75255  0.20868  0.29239
C  -5.16281  -0.69098  -0.54919
C  -3.76960  -0.84495  -0.53603
N  -2.98594  -0.15141  0.26703
C  -3.56955  0.73129  1.12055
H  -0.21001  3.39654  4.10982
H  0.51829  1.57843  2.57456
H  -2.63881  3.90986  4.32228
H  -5.01719  3.42272  3.53069
H  -6.51985  2.12240  2.10043
H  -6.82532  0.36114  0.29129
H  -5.74709  -1.27882  -1.24358
H  -3.27323  -1.53106  -1.21027
Cl  0.57616  -3.58888  6.35408
C  0.65363  -2.64693  4.89356
C  1.70574  -1.80935  4.68167
C  1.80190  -1.02465  3.50982
I  3.38684  0.32333  3.40460
C  0.84180  -1.07413  2.51527
O  0.84707  -0.41679  1.39037
C  -0.28476  -1.92460  2.79385
N  -1.26394  -1.87738  1.84528
C  -2.29563  -2.68204  1.96048
C  -2.47599  -3.52464  3.06645
C  -1.54625  -3.52765  4.06809
C  -0.39266  -2.72698  3.94397
H  2.48098  -1.73547  5.43202
H  -3.01756  -2.66751  1.15516
H  -3.35686  -4.14959  3.11633
H  -1.67647  -4.13602  4.95325
C  4.61066  0.45310  -3.73045
C  3.33789  -0.34355  -3.43861
C  2.30620  -0.18168  -4.55484
Sb  2.34434  0.12678  -1.52583
C  3.16328  2.13457  -1.19568
C  2.77053  2.61200  0.19968
C  2.59792  3.07329  -2.26119
C  3.64400  -1.12827  -0.28883
C  3.13976  -2.56457  -0.39098
C  5.13794  -1.02927  -0.57725
H  5.08978  0.09494  -4.65166
H  5.34172  0.37002  -2.92589
H  4.39226  1.51298  -3.87496
H  3.59573  -1.40307  -3.33354
H  1.96923  0.85648  -4.63320
H  1.42388  -0.80006  -4.37561
H  2.72971  -0.46742  -5.52627
H  4.25326  2.07852  -1.27661
H  1.68121  2.60678  0.31227
H  3.11621  3.64030  0.36960
H  3.19788  1.98041  0.98046
H  1.50763  3.11945  -2.18657
H  2.85104  2.76133  -3.27511
H  2.98531  4.08974  -2.11824
H  3.45158  -0.75917  0.72187
H  3.28452  -2.96920  -1.39749
H  2.07477  -2.62980  -0.15874
H  3.67894  -3.21403  0.31022
H  5.38182  -1.43916  -1.56071
H  5.70990  -1.60256  0.16495
H  5.49497  0.00296  -0.53561



No. 4
Formula: C36H37F3OsP2
Source: the Open Molecules 2025 dataset
Level of theory: the ωB97M-V functional and the def2-TZVPD basis

The net charge is +2. The expectation value of S² is 6.042. As for the spin multiplicity: 5. The calculation puts the frontier orbital gap (spin up / spin down) at 5.731 / 6.368 eV.

Geometry (Å):
Os  -0.78481  0.70708  -0.90366
C  -2.06741  0.89276  -2.47177
C  -1.46886  -0.38653  -2.34264
C  -0.39876  -0.82466  -3.30563
C  0.76393  0.13516  -3.15307
C  0.84692  0.82840  -1.80127
C  0.33226  2.30050  -1.54351
C  -0.60663  2.92583  -2.46877
C  -1.54424  2.02072  -3.30961
C  1.61159  -0.02073  2.27546
H  -3.17233  0.94210  -2.38777
H  -2.08637  -1.21647  -1.98462
H  -0.72152  -0.86990  -4.35475
H  -0.07219  -1.83188  -3.04424
H  1.65484  -0.48401  -3.30938
H  0.81751  0.82916  -4.00480
H  1.88185  0.97409  -1.69877
H  1.04897  2.92769  -0.98743
H  0.12017  3.44642  -3.09131
H  -1.21664  3.65404  -1.89893
H  -2.37456  2.68118  -3.57878
H  -1.09901  1.74760  -4.27670
H  0.85351  0.74295  2.33504
H  2.36235  0.27156  3.01617
H  1.13969  -0.97571  2.48154
P  -1.58859  -0.88836  0.54335
P  2.34268  -0.34295  0.63151
C  -0.15254  -1.75786  -0.31829
C  1.21939  -1.44666  -0.29319
C  -2.47385  -2.23830  1.28567
C  -2.92409  -3.27129  0.42807
C  -3.69234  -4.28916  0.98985
C  -3.92306  -4.31248  2.36237
C  -3.38624  -3.34199  3.20607
C  -2.64389  -2.29994  2.68434
C  -3.25811  0.46614  -0.01943
C  -3.07426  1.83544  -0.03928
C  -4.18295  2.65621  -0.27143
C  -5.44934  2.07540  -0.38685
C  -5.60436  0.69486  -0.35170
C  -4.49393  -0.14084  -0.17221
C  3.65249  -1.51828  1.02408
C  3.22612  -2.73258  1.59504
C  4.16669  -3.48398  2.27985
C  5.48202  -3.00717  2.36543
C  5.87677  -1.78310  1.81200
C  4.94953  -1.00435  1.13338
C  3.03276  1.36437  0.26689
C  2.66524  2.57701  0.90907
C  3.20603  3.81141  0.49386
C  4.06682  3.88558  -0.59750
C  4.41970  2.70640  -1.24985
C  3.95864  1.47919  -0.78732
H  -0.52968  -2.67745  -0.83494
H  1.79022  -2.19343  -0.87780
H  -2.66047  -3.23071  -0.63880
H  -4.11304  -5.04471  0.33598
H  -4.51920  -5.09652  2.79403
H  -3.55765  -3.38417  4.26601
H  -2.19482  -1.50382  3.27583
H  -2.01019  2.19173  0.07171
H  -4.06824  3.73708  -0.31925
H  -6.34193  2.70159  -0.48067
H  -6.58218  0.23179  -0.46297
H  -4.60004  -1.23409  -0.14215
H  2.16681  -3.02284  1.59086
H  3.84429  -4.40726  2.74960
H  6.23850  -3.60495  2.86364
H  6.88574  -1.38046  1.88904
H  5.15891  0.01201  0.78672
H  2.00412  2.50117  1.78104
H  2.97561  4.75480  1.00274
H  4.48483  4.83178  -0.93256
H  5.07042  2.73127  -2.11869
H  4.27649  0.57857  -1.31491
F  -0.39300  2.28998  2.80829
C  -1.17555  1.25324  2.37739
F  -0.92982  0.23682  3.26541
F  -2.45773  1.61853  2.54982



No. 5
Formula: C36H37N4OPS2ScSe2Te
Source: the Open Molecules 2025 dataset
Level of theory: the ωB97M-V functional and the def2-TZVPD basis

The net charge is +1. The calculation puts the frontier orbital gap at 6.920 eV.

Geometry (Å):
Sc  -0.05054  1.09253  -0.79227
C  2.03185  5.59360  -3.17571
S  3.08297  4.37735  -2.36876
C  2.08396  2.93440  -2.30657
S  0.35282  2.98099  -2.52933
N  2.77323  1.86386  -2.07011
N  1.91159  0.76591  -1.90605
C  2.27257  -0.29245  -2.50934
C  1.41679  -1.47711  -2.41967
C  1.72048  -2.62681  -3.12379
C  0.85999  -3.71356  -3.01638
C  -0.24404  -3.60093  -2.19645
C  -0.46114  -2.40637  -1.51646
N  0.33741  -1.35191  -1.63062
H  2.53957  6.54724  -3.03745
H  1.93118  5.39266  -4.23920
H  1.05160  5.64092  -2.70974
H  3.18180  -0.29722  -3.10460
H  2.60790  -2.66674  -3.74054
H  1.05944  -4.62807  -3.55858
H  -0.94200  -4.41609  -2.06727
H  -1.29011  -2.30940  -0.83195
Se  -1.47653  -0.30712  1.07002
P  -3.05068  -0.11881  -0.43335
Se  -2.29647  0.75965  -2.27926
C  -3.75431  -1.75434  -0.75944
C  -3.99551  -2.59952  0.32368
C  -4.56648  -3.84365  0.11793
C  -4.89886  -4.24918  -1.16981
C  -4.66203  -3.40888  -2.24679
C  -4.08792  -2.16058  -2.04578
C  -4.43794  0.84574  0.21385
C  -4.53894  1.15332  1.56529
C  -5.66327  1.81473  2.04319
C  -6.68472  2.16404  1.17429
C  -6.58527  1.85725  -0.17809
C  -5.46699  1.19898  -0.65845
H  -3.72579  -2.29170  1.32708
H  -4.75329  -4.49547  0.96063
H  -5.34139  -5.22344  -1.33015
H  -4.92275  -3.72386  -3.24846
H  -3.88942  -1.51201  -2.88984
H  -3.74061  0.87563  2.24210
H  -5.73934  2.05258  3.09599
H  -7.56261  2.67392  1.54839
H  -7.38116  2.13175  -0.85720
H  -5.39044  0.97151  -1.71557
O  -1.67846  2.63280  0.06376
C  -1.68203  3.23418  1.36881
C  -1.08007  4.62291  1.36394
C  0.18667  4.71647  0.51311
C  1.29758  3.80620  0.94750
C  2.39576  4.34757  1.60578
C  3.45774  3.55104  1.98646
C  3.39778  2.19703  1.70846
C  2.27383  1.71929  1.06912
N  1.23553  2.48047  0.68896
H  -2.19291  3.13976  -0.57541
H  -1.10289  2.55044  1.98666
H  -2.70467  3.24082  1.75064
H  -0.87307  4.89885  2.40175
H  -1.80120  5.35251  0.98639
H  0.55436  5.74238  0.54008
H  -0.04659  4.49055  -0.52699
H  2.40805  5.41210  1.79586
H  4.32082  3.98221  2.47598
H  4.19729  1.51865  1.96899
H  2.20142  0.65819  0.84920
C  3.51992  -3.10465  0.17076
Te  1.89807  -2.17922  1.20152
C  3.18774  -2.27846  2.89563
C  4.15746  -3.39306  2.57913
C  4.89698  -4.01491  3.57928
C  5.79418  -5.02313  3.26637
C  5.95856  -5.41795  1.94550
C  5.22381  -4.80361  0.94481
C  4.32133  -3.79104  1.25282
H  4.10507  -2.34444  -0.34819
H  3.13087  -3.80986  -0.56080
H  2.60425  -2.47312  3.79235
H  3.70316  -1.32552  3.01588
H  4.76161  -3.71404  4.61112
H  6.35952  -5.50623  4.05196
H  6.65337  -6.20939  1.69813
H  5.34453  -5.11912  -0.08472



Calculated energy above the lowest of the compared OMol25 structures with the same formula, charge and spin in order - 64.0, 0.0, 10.8, 134.6, 4.7 kcal per mole
Calculated E_tot in order - -288012.9190, -90927.5759, -121706.6644, -67102.7990, -235586.2363 eV